C4H11N2O | ωB97M-V/def2-TZVPD

Electronic energy   -9346.5308 eV
Net charge   +1
Maximum force   3.45 eV/A
Gap between HOMO and LUMO   0.339 Eh
Energy relative to the best compared isomer or geometry (same formula, charge and spin)   224.4 kJ/mol

XYZ file:
```
18
Properties=species:S:1:pos:R:3:forces:R:3
C -1.2096 -1.6353 0.5797 0.9 0.8 1.6
N -0.1681 -1.4633 -0.3802 -0.9 -1.0 -0.7
C 1.2296 -1.7109 -0.0169 0.7 -0.4 -0.3
O -1.1246 -1.3094 1.7738 0.0 -0.9 -3.3
H -2.1084 -2.0403 0.0778 0.0 0.2 0.5
H -0.4183 -1.8644 -1.3069 0.1 0.3 1.1
H 1.5051 -0.9997 0.7574 0.2 -0.3 0.3
H 1.9160 -1.5809 -0.8752 -0.6 0.4 0.2
H 1.4160 -2.7595 0.2571 -0.3 0.4 0.5
C -0.5681 1.6661 0.9625 -0.7 0.0 -0.7
C 0.4176 2.0666 -1.2886 -1.0 0.0 1.1
N 0.0121 1.3000 -0.3353 1.7 1.1 -1.4
H -0.1076 1.1130 1.7789 0.1 -0.1 -0.3
H -1.6251 1.3817 0.8695 0.2 0.2 0.5
H -0.4467 2.7301 1.0793 -0.1 0.3 0.2
H 0.2198 3.1344 -1.2221 0.3 -0.1 0.0
H 0.8829 1.6595 -2.1889 -0.2 -0.1 0.4
H 0.1771 0.3125 -0.5220 -0.5 -0.8 0.4
```
Forces are in eV/Å.